Record 1
156
Properties=species:S:1:pos:R:3:forces:R:3 method="wB97M-V/def2-TZVPD" total_charge=-1 lumo_ha=0.055 gap_ev=6.12 homo_ev=-4.62 spin_multiplicity=1
Cl -7.305815 1.057153 2.495967 -0.22 0.37 0.19
P -3.656515 1.969243 0.872727 -0.78 1.40 -0.44
P -6.590825 -0.769473 1.424311 0.58 -0.83 -0.21
F -5.279256 -0.740893 3.850207 0.02 -0.06 -0.09
O -6.371765 -2.639466 -0.687777 -0.19 0.18 0.34
O -6.806107 -4.103254 -2.274731 0.14 0.15 0.05
O -0.656321 -3.825425 0.487735 -0.05 0.19 0.26
O -5.026862 -0.145054 1.380563 -0.36 -0.18 -0.10
O -6.893259 -0.103828 -0.053135 0.15 0.03 -0.14
O -10.088131 -1.598238 0.445274 -0.22 -0.05 0.13
O -8.250337 -1.429798 1.447722 -0.01 0.05 -0.32
O -2.584308 -0.754086 0.328653 0.11 -0.15 -0.14
N 5.526657 2.017447 -2.778144 0.10 -0.09 -0.02
N -0.938193 -4.451338 5.316021 0.01 -0.04 -0.07
N -9.237567 -0.825710 0.718133 0.37 0.02 0.08
N 0.065020 3.157154 -2.525797 -0.09 0.05 0.00
N 3.860127 -2.328452 0.063377 0.07 0.03 -0.03
N -3.063920 5.025636 5.689497 0.03 0.04 0.06
N 9.858561 0.191207 -5.917512 0.03 -0.04 -0.03
N 13.631057 0.639203 -3.772419 0.02 -0.02 0.00
C 14.368416 0.047509 -5.973596 0.02 0.00 0.01
C -6.221895 -3.836374 -1.251049 -0.11 -0.19 -0.38
C 9.896719 -2.191018 -6.163071 -0.01 -0.01 -0.01
C -7.478020 -1.643128 4.099324 0.25 -0.26 0.51
C 9.283228 -0.817005 -8.012008 0.01 -0.02 0.01
C 13.379149 0.342150 -5.046045 0.00 0.04 0.03
C -5.401766 1.396613 -3.157534 0.19 -0.21 0.21
C -3.253015 1.538045 2.602068 -0.04 -0.40 0.24
C 4.875285 -0.234204 0.637764 -0.14 -0.03 0.22
C -0.882844 -2.436878 0.310863 -0.32 -0.11 -0.31
C -4.360972 5.545648 7.633895 0.01 0.03 0.00
C -4.230802 2.279661 -2.740276 0.03 0.11 -0.44
C -2.261240 2.520018 3.241333 0.39 -0.40 -0.04
C -0.787890 1.572804 0.652062 0.11 0.53 -0.13
C 2.649996 -0.276997 -0.215333 -0.08 -0.05 0.13
C -2.313164 -2.078494 0.701439 0.24 0.18 0.39
C 15.966655 0.375200 -4.236887 -0.01 0.00 -0.01
C 10.060424 -1.029408 -5.424607 -0.05 0.01 0.04
C 2.126574 2.654952 -4.324864 -0.03 0.00 -0.03
C 5.973919 -0.299003 -2.361658 0.12 -0.08 -0.16
C 5.165849 0.825988 -2.304653 -0.14 0.20 -0.29
C -3.044220 7.240988 6.597891 -0.01 -0.01 0.01
C 7.223884 -0.180639 -2.947470 -0.07 -0.02 0.03
C 15.689874 0.065627 -5.558754 0.01 -0.01 -0.01
C -1.539144 -2.636453 7.336719 0.02 -0.01 0.00
C -7.355605 -0.002029 -2.590327 0.26 -0.08 -0.53
C 6.732375 2.114855 -3.335833 0.07 0.01 0.01
C -0.190106 2.868463 -3.798638 0.05 -0.02 0.01
C 7.615792 1.051658 -3.447675 0.01 0.07 0.04
C -5.918784 0.339837 -2.152921 -0.38 0.38 -0.05
C -6.553378 2.197935 -0.512458 0.08 0.11 -0.07
C -2.067397 -3.745763 5.300152 0.02 -0.02 -0.07
C -3.919372 6.858172 7.601831 0.00 0.00 0.01
C 9.498768 -2.080211 -7.485935 0.00 0.00 0.00
C -2.650286 6.289073 5.668685 0.01 -0.01 -0.02
C 0.802482 2.613030 -4.735621 0.04 -0.03 0.03
C -3.903434 4.671543 6.657950 -0.01 -0.06 -0.03
C -0.105728 -4.255371 6.334860 -0.03 0.03 0.01
C 1.226566 -4.366839 1.937805 -0.42 0.00 -0.10
C 2.406292 2.958367 -3.001768 -0.02 0.03 0.06
C -0.283827 -4.106825 1.839982 0.24 0.01 -0.08
C -0.360697 -3.367059 7.368992 -0.02 0.03 -0.01
C -3.672950 -0.485345 -0.527190 -0.15 0.47 -0.37
C -6.248646 -1.514144 3.184184 -0.31 0.56 0.18
C 9.477529 0.282592 -7.189162 0.00 0.04 0.01
C 2.765453 -1.657366 -0.293296 0.00 -0.10 -0.04
C -7.294372 -0.996675 5.476641 -0.36 0.13 -0.32
C -4.632928 0.489970 0.177881 1.11 -0.48 0.36
C 4.888656 -1.616183 0.517693 -0.07 0.01 0.14
C -5.269479 -4.808928 -0.611932 0.13 -0.34 0.13
C -5.933902 0.794969 -0.663310 -0.97 -0.52 0.59
C -2.047371 2.158482 -0.027408 0.73 -0.51 0.55
C 14.904908 0.651532 -3.388139 -0.02 0.00 0.02
C 3.728831 0.448799 0.262227 -0.13 -0.16 0.49
C 1.339919 3.204243 -2.150501 -0.04 -0.08 0.06
C -6.098000 -2.485523 0.730921 0.03 0.08 -0.31
C -2.412776 -2.825442 6.278501 -0.01 0.01 0.04
H 16.490285 -0.157256 -6.252662 0.00 0.00 0.00
H -3.270850 -0.013224 -1.430073 -0.08 -0.04 -0.06
H -2.086132 1.762573 -1.036002 -0.32 -0.01 -0.08
H -2.423826 -2.137206 1.791496 -0.15 -0.22 -0.02
H -6.667667 -3.250592 1.259786 -0.01 0.02 0.04
H 2.930865 2.452667 -5.021564 0.01 0.00 0.01
H 0.538663 2.377087 -5.757859 -0.01 0.00 0.00
H -5.768281 -2.491336 3.083087 0.01 0.01 -0.17
H -0.079386 1.247950 -0.112637 -0.05 -0.22 0.05
H 5.626667 -1.240146 -1.957064 0.00 0.04 -0.06
H 16.982821 0.402388 -3.867927 0.00 0.00 0.01
H -4.279724 -4.375858 -0.468766 -0.03 0.10 0.02
H 0.810891 -4.835456 6.316877 0.00 0.00 0.03
H 1.941885 -2.263589 -0.655447 -0.04 0.05 0.00
H -2.937723 0.498702 2.719849 0.10 0.05 -0.03
H -7.385206 0.027667 -3.685495 -0.03 -0.04 -0.01
H -4.210539 1.599009 3.120130 -0.05 -0.04 -0.12
H -6.252464 2.018565 -3.444707 0.04 0.08 0.05
H -7.494757 2.093651 0.019424 0.02 -0.02 -0.01
H 10.076065 -3.156141 -5.709782 0.00 0.00 0.01
H 5.768556 -2.184753 0.800330 0.03 0.02 0.01
H -4.321079 2.672144 -1.729822 0.06 -0.06 0.10
H -0.852099 -4.969130 2.187279 -0.06 0.01 -0.07
H 7.001202 3.095927 -3.712264 0.03 0.00 -0.01
H 8.969763 -0.682524 -9.037964 0.00 0.01 0.00
H 0.351457 -3.247237 8.174267 0.01 0.00 0.00
H -2.528825 2.743504 4.272269 -0.12 0.20 -0.09
H -4.168027 3.145294 -3.407686 -0.01 0.00 0.03
H -5.031780 -2.643407 0.904159 0.00 0.03 0.10
H -1.770472 -1.927450 8.121195 0.00 0.01 0.00
H -7.129004 0.072989 5.356864 0.21 -0.02 0.07
H -5.362931 -0.591022 -2.243980 0.19 0.09 0.00
H 4.177772 0.772258 -1.858137 0.29 0.02 -0.41
H -1.265969 2.071629 3.276485 0.00 0.06 -0.02
H -2.975686 -2.812729 0.239542 -0.11 0.11 -0.09
H -5.047327 5.202432 8.395783 -0.01 -0.01 0.00
H 10.369641 -1.073408 -4.384918 0.02 -0.03 -0.01
H -4.227025 3.636226 6.647095 -0.03 0.01 0.01
H 7.883405 -1.036898 -3.014779 0.00 -0.01 -0.01
H -5.627615 -5.129952 0.366723 0.00 0.03 0.00
H -1.238487 2.831783 -4.075450 0.00 0.01 -0.02
H 1.711195 -3.643459 2.590995 0.13 -0.11 0.06
H -6.766651 2.655652 -1.478301 0.08 0.02 -0.03
H -0.160593 -1.857804 0.895043 0.02 0.14 -0.09
H -3.339457 -2.272696 6.203465 0.00 0.01 -0.03
H 1.641433 -4.264447 0.936031 0.15 -0.05 0.05
H 12.335605 0.348427 -5.333492 0.00 0.03 -0.05
H 9.357685 -2.963324 -8.095364 0.00 0.00 0.00
H -0.559476 -3.254291 2.463722 -0.07 -0.12 0.13
H -4.253216 7.571320 8.344893 0.00 0.00 0.00
H 3.425430 2.997628 -2.639654 0.00 0.02 -0.07
H -1.017865 0.762468 1.337356 0.07 -0.14 -0.15
H 5.741884 0.290124 1.017230 0.02 0.00 -0.03
H -2.153310 3.449581 2.678545 -0.20 0.12 0.13
H -7.645724 -1.006007 -2.295172 -0.12 0.12 0.26
H -0.761990 -2.195286 -0.748244 0.12 -0.07 0.00
H -2.725019 -3.921245 4.455506 -0.02 0.02 0.00
H -1.970452 6.549881 4.864576 0.00 0.02 0.01
H -6.483191 -1.448252 6.045862 0.04 0.08 0.05
H -3.284972 1.749691 -2.858319 0.05 -0.02 0.25
H 9.320083 1.287671 -7.564536 -0.01 -0.01 -0.02
H 1.404764 -5.381316 2.289974 0.23 0.05 0.08
H 3.675496 1.527335 0.341040 0.01 0.01 -0.01
H 8.580848 1.185255 -3.917007 -0.01 0.02 -0.03
H 14.103861 -0.189240 -6.995271 -0.02 0.01 0.00
H 15.081842 0.895384 -2.346213 0.03 0.00 0.00
H -5.921284 2.868706 0.062788 0.01 0.05 -0.03
H -5.107315 0.858916 -4.063451 -0.14 0.00 -0.08
H -8.365922 -1.217975 3.646847 0.05 -0.02 -0.11
H -0.276819 2.354522 1.218400 0.00 -0.04 0.07
H -2.674501 8.255298 6.532069 0.00 0.00 -0.01
H -4.192659 -1.391208 -0.847864 0.05 -0.14 0.23
H -5.179901 -5.675431 -1.262149 -0.06 0.03 0.01
H -7.655668 -2.710193 4.269867 -0.19 0.00 -0.20
H -8.233643 -1.108294 6.024627 0.09 -0.11 0.13
H 1.734490 0.211844 -0.518459 -0.01 -0.01 -0.01
H 1.512471 3.435890 -1.103914 0.02 0.03 0.01
H -8.068527 0.740977 -2.234885 -0.06 -0.09 0.14
H -1.891761 3.231319 -0.136615 -0.13 0.01 -0.14

***

Record 2
21
Properties=species:S:1:pos:R:3:forces:R:3 method="wB97M-V/def2-TZVPD" total_charge=+2 lumo_ha="-0.294 / -0.481" gap_ev="6.45 / 5.28" homo_ev="-14.46 / -18.37" spin_multiplicity=5
Ir -0.363820 -0.559616 -2.796549 -0.24 0.50 1.90
O -3.222263 0.592209 -2.870582 4.93 -1.06 0.44
O -0.185964 -2.222359 -0.068746 -0.34 3.38 -5.09
O -1.313998 2.300886 0.079586 -0.57 2.16 2.16
O -0.990390 -2.562337 -5.009545 1.23 3.01 4.35
O -0.544488 -0.796819 2.362074 1.34 1.58 0.29
O 2.416085 0.670587 -3.292023 -4.91 -1.78 0.76
C -0.483187 1.850142 -0.546158 1.71 -3.36 -3.51
C -0.736293 -1.879622 -4.092673 -1.58 -4.36 -5.52
C -2.114065 0.239515 -2.782678 -7.21 1.00 -0.28
C 0.763007 0.759958 3.745722 -0.33 0.37 -0.07
C -0.259409 -1.585183 -1.072553 0.19 -3.09 3.98
C 0.659785 -0.033549 2.453728 -0.30 -1.07 2.19
C 1.347079 0.226643 -3.095907 7.95 2.17 -1.17
H 0.733007 0.661652 1.604592 -0.27 0.19 -0.60
H -0.381825 -1.548795 1.767154 -0.13 -0.65 -0.36
H 0.743367 0.095392 4.620578 -0.31 -0.01 -0.30
H 0.707398 1.733638 -0.951647 -1.19 1.44 1.48
H 1.740545 1.256060 3.778695 -0.22 0.03 -0.32
H 1.517254 -0.713692 2.363393 0.01 -0.29 -0.60
H -0.031821 1.515298 3.803542 0.23 -0.16 0.26

***

Record 3
112
Properties=species:S:1:pos:R:3:forces:R:3 method="wB97M-V/def2-TZVPD" total_charge=+1 lumo_ha=-0.185 gap_ev=6.38 homo_ev=-11.42 spin_multiplicity=1
S -4.227319 0.926705 -1.121057 -2.84 0.69 0.66
S 0.248524 -7.015091 -3.337795 1.30 0.37 0.74
S -3.041787 -3.376872 0.748181 -0.84 -0.57 -0.38
O -4.147924 -3.207192 1.618197 0.04 0.67 0.02
O -1.759806 -3.606212 1.326564 0.16 -0.30 -0.49
O -2.915571 -2.208563 -0.328254 -0.23 0.36 0.39
O -5.383547 -0.219322 -0.931520 1.76 0.18 -0.43
O -3.296252 0.955521 -0.046714 0.22 -0.53 0.00
O -3.818803 1.021113 -2.468920 0.13 -0.42 -0.06
O 4.419302 2.668166 0.153003 0.60 -0.43 0.53
O -0.581524 -5.997012 -2.379290 -1.16 -0.83 -0.63
O -1.038963 6.348559 -0.685408 -0.10 -0.03 -0.32
O 5.064139 0.040933 -0.667342 -0.48 0.51 1.21
O 1.622770 -6.215261 -3.015111 -0.46 -0.18 -1.24
O -3.512198 -4.489132 -0.311463 1.30 -0.36 0.58
O 2.171910 0.395406 0.769370 1.19 0.34 1.56
O -5.330730 2.073811 -0.829291 1.02 0.35 -0.49
O -0.098090 -6.895376 -4.701957 -0.29 1.04 0.12
O 0.348617 -8.330905 -2.819555 -0.26 0.21 0.79
O 3.690061 2.630847 2.725137 1.43 -0.40 -0.24
O 3.816068 -0.291817 3.697807 2.02 0.65 -1.07
N 0.143975 4.883106 -1.931532 -0.84 -0.42 0.62
N 1.610198 -0.562581 3.763117 -0.06 0.40 -0.73
N 1.476595 2.676186 2.554491 0.14 0.36 -0.62
N 6.422156 -0.448884 -2.358487 0.43 0.41 -0.11
N -1.967996 -1.781601 -4.497853 0.07 -0.02 -0.49
N -1.453301 3.416624 3.594981 1.00 -0.15 -0.79
N 2.713790 2.181888 -1.183923 -0.97 -0.55 -0.68
C -4.180752 3.169254 3.278746 0.28 1.20 0.01
C -1.374946 -2.964126 -4.668086 0.40 0.17 0.24
C 1.422467 -1.957282 0.582514 -0.05 0.01 -0.69
C -0.228800 -0.044131 0.432356 -0.68 -0.54 0.10
C -2.242031 4.474791 3.724790 -0.78 0.23 1.09
C -6.055242 1.672475 0.334479 0.68 0.31 0.26
C 0.125479 -0.904881 -3.743474 0.51 -0.07 0.56
C -3.393324 -4.033082 -1.678328 -1.30 0.92 0.48
C 0.145309 -5.743391 -1.188799 1.69 0.46 -0.26
C 2.491462 3.613352 4.564417 0.22 -0.24 -0.90
C 0.724725 -2.152334 -3.827717 -1.01 0.04 0.69
C -0.792250 5.198319 -0.989128 0.00 0.96 0.85
C -1.213331 -0.765553 -4.071882 -0.21 -0.29 0.63
C 2.613279 3.040939 3.168087 -0.94 -1.85 0.52
C 3.664723 4.455834 -1.234960 -0.15 -0.53 -0.39
C 3.635689 3.035306 -0.726904 -0.02 0.02 1.00
C -6.232859 0.177071 0.143832 -1.35 -1.39 0.45
C 5.189481 -0.303170 -1.839400 0.68 -1.69 0.20
C -0.061671 -3.194791 -4.283470 0.71 -0.38 -0.53
C 2.759474 -0.603533 5.865818 0.67 0.88 0.75
C -1.434201 4.031837 -0.270998 0.24 0.16 -0.33
C 2.799703 -0.465576 4.372967 -1.83 -0.34 -0.34
C 1.222466 -0.481593 0.238055 0.61 0.20 -1.28
C 1.616743 -5.670378 -1.702456 0.83 -1.24 0.70
C -3.338958 2.097091 3.096174 0.22 -1.32 -1.28
C 4.050119 -0.737192 -2.726167 0.32 0.33 -0.55
C -3.627516 4.399595 3.640146 -0.19 -0.88 -0.93
C -2.538033 -2.779950 -1.583005 0.40 -1.18 -0.15
C -1.965167 2.247491 3.188665 -0.56 1.40 1.09
Be 4.469519 0.569859 1.613184 -4.28 1.59 -1.01
H -6.953907 2.279553 0.356098 -0.13 -0.23 0.02
H 3.513886 0.028454 6.339687 0.37 -0.18 -0.36
H 0.889573 -2.524114 -0.189259 -0.53 -0.15 0.45
H 2.019465 2.409263 -1.875785 0.28 0.55 -0.06
H 2.926296 2.830285 5.186485 -0.16 0.09 0.25
H -2.040936 4.389958 0.554807 0.01 0.10 -0.05
H -2.715248 -2.097141 -2.402695 -0.04 0.22 0.22
H -3.666656 1.155288 2.666979 -0.34 0.02 0.27
H 0.538335 2.790163 2.907049 0.02 0.70 0.31
H 1.574987 -0.284897 2.783989 0.28 -0.07 -0.16
H 1.081454 -2.197284 1.588530 -0.01 -0.28 -0.09
H -1.751334 0.127465 -3.773889 0.03 0.20 -0.45
H 6.638262 -0.989758 -3.177091 -0.33 0.24 -0.23
H 0.602977 5.638537 -2.408036 0.26 -0.25 -0.13
H -3.042382 -4.813291 -2.344672 0.16 -0.05 0.18
H 1.339755 -0.427922 -0.865918 0.04 -0.23 -0.11
H -2.065231 3.498750 -0.982855 0.10 -0.33 0.16
H -4.422659 -3.728819 -1.881316 0.10 -0.17 -0.69
H 3.118768 4.494017 4.675085 -0.23 0.16 0.05
H -1.246065 1.468518 2.968733 -0.22 -0.22 0.03
H 1.846914 -0.175580 6.279537 -0.33 -0.49 -0.24
H -1.811245 5.424447 4.020119 0.38 -0.10 -0.16
H 3.454246 4.385033 -2.304125 0.31 0.46 -0.10
H -1.950120 -3.799553 -5.048141 -0.26 0.14 -0.04
H -0.584302 -0.091225 1.467389 0.18 0.01 0.08
H 3.686876 -1.748352 -2.549869 -0.14 0.19 0.80
H 2.264937 -6.344779 -1.136237 -0.19 0.14 0.36
H 1.434288 3.760753 4.768768 0.13 0.32 0.37
H 0.684360 -0.126594 -3.236723 -0.21 0.33 -0.27
H 1.651935 -2.347390 -3.305185 0.31 0.07 -0.51
H -0.112206 -4.776573 -0.765174 -0.56 -0.12 -0.07
H -4.313529 5.233923 3.665606 0.41 0.34 0.31
H 0.392700 -4.171857 -4.379866 -0.27 -0.17 0.00
H 7.206451 -0.042792 -1.873555 -0.04 -0.20 0.22
H -5.430832 1.866929 1.209184 -0.19 0.13 -0.02
H 2.446254 -2.299298 0.409165 0.24 0.43 0.43
H 0.710943 -0.691555 4.193145 0.27 -0.01 0.56
H -7.255005 -0.118479 -0.104098 0.08 0.35 -0.63
H 2.137896 -4.714192 -1.703516 -0.57 0.28 -0.27
H 3.298356 0.042043 -2.620632 -0.35 -0.35 -0.07
H 0.386747 3.910823 -1.935966 0.48 0.16 -0.68
H 0.068808 -6.536297 -0.449329 -0.40 -0.06 -0.11
H -5.228060 3.206593 3.008473 -0.10 -0.65 0.31
H -0.625575 3.414407 0.127760 -0.23 -0.35 -0.07
H 4.373957 -0.808367 -3.765910 0.03 0.44 -0.02
H 2.934750 -1.612784 6.231247 -0.17 -0.11 -0.24
H 2.459951 1.363622 -0.597311 0.55 0.10 0.43
H -0.561884 0.905913 0.009495 0.69 0.32 0.13
H 4.618872 4.912454 -0.993737 0.09 -0.07 -0.27
H -0.867949 -0.741175 -0.119028 0.08 -0.21 0.17
H -1.496270 -3.113067 -1.534888 0.18 0.49 -0.10
H -6.060653 -0.468036 1.008500 0.67 0.48 0.21
H 1.591168 2.221516 1.653119 0.03 -0.43 0.16
H 2.882027 5.077169 -0.798977 -0.13 -0.28 0.19